14 unconnected molecules or ions with the total composition C34H65BBrCl26N3O5P in a non-equilibrium geometry. Source: OMol25; level of theory: wB97M-V/def2-TZVPD.

The geometry in XYZ format:
```
136
Properties=species:S:1:pos:R:3:mulliken_charge:R:1
N 3.5893 -1.6353 -1.9016 -0.559
B 2.1494 -1.5610 -1.5593 1.385
O 1.4936 -2.7897 -1.5196 -0.831
P 1.2241 0.1482 -1.1360 0.613
Br -0.1547 -1.0717 0.4290 -0.537
C -0.0147 -0.0663 -2.5648 -1.191
C -1.4910 -0.1244 -2.1810 -0.221
O -2.2556 0.3470 -3.3983 -0.340
C -3.3262 1.0328 -2.9888 0.070
O -4.3163 0.5417 -2.5328 -0.505
O 0.4282 1.7035 -0.5375 -0.351
N 0.1689 2.5820 -1.5605 0.242
O -0.5804 3.4396 -1.2365 -0.564
C 2.4814 1.1224 -2.2081 0.439
C 3.2517 2.0941 -1.5651 -1.153
C 4.1861 2.8174 -2.2913 0.003
C 4.3320 2.5323 -3.6454 -0.403
C 3.5369 1.5261 -4.1783 -0.835
N 2.6207 0.8258 -3.5071 -0.245
H 4.1276 -0.9544 -1.3794 0.241
H 3.7504 -1.5324 -2.8954 0.208
H 1.6311 -3.2064 -2.3868 -0.077
H 2.1405 0.3295 -0.0286 0.081
H 0.1748 -1.0246 -3.0517 0.495
H 0.0572 0.6914 -3.3409 0.470
H -1.8332 -1.1358 -2.0029 0.512
H -1.7463 0.5677 -1.3864 -0.194
H -3.2505 2.1246 -3.1065 0.417
H 3.1373 2.3075 -0.5113 0.407
H 4.7798 3.6003 -1.8355 0.399
H 5.0040 3.0475 -4.3030 0.650
H 3.6601 1.2887 -5.2337 0.312
Cl 1.5837 -4.2685 1.2224 -0.022
C 1.0783 -4.8684 2.8230 -0.470
C -0.3244 -5.4198 2.8081 -0.399
Cl -1.5515 -4.1505 2.5585 -0.161
H 1.1805 -4.0527 3.5317 0.327
H 1.7755 -5.6564 3.1052 0.234
H -0.5491 -5.8943 3.7618 0.295
H -0.4445 -6.1594 2.0205 0.184
Cl 2.9075 6.1232 -2.2608 -0.164
C 3.6897 7.1641 -1.0439 -0.272
C 5.1322 7.4462 -1.3737 -0.574
Cl 6.1615 5.9960 -1.2231 -0.102
H 3.6044 6.6785 -0.0747 0.051
H 3.1304 8.0990 -1.0197 0.382
H 5.5300 8.1850 -0.6790 0.318
H 5.2404 7.8294 -2.3856 0.384
Cl 4.5513 6.7807 2.0351 -0.239
C 5.9026 6.0211 2.9141 -0.400
C 6.6474 7.0060 3.7755 -0.018
Cl 7.5530 8.2005 2.8034 -0.212
H 6.5544 5.5543 2.1786 0.254
H 5.4733 5.2393 3.5390 0.326
H 7.3762 6.4801 4.3893 0.202
H 5.9748 7.5495 4.4375 0.027
Cl -1.6777 2.2184 0.5635 0.115
C -2.7808 2.6696 1.8909 -0.351
C -4.2112 2.2723 1.6233 -0.519
Cl -4.9367 3.2247 0.2919 -0.217
H -2.6901 3.7421 2.0489 0.044
H -2.4254 2.1577 2.7860 0.277
H -4.8244 2.4511 2.5066 0.365
H -4.2885 1.2209 1.3581 0.369
Cl -7.5136 -3.9802 -4.8168 -0.232
C -6.8028 -2.7726 -3.6990 -0.457
C -5.3760 -2.4438 -4.0421 -0.165
Cl -4.2796 -3.8178 -3.7399 -0.206
H -6.8876 -3.1632 -2.6879 0.365
H -7.4143 -1.8744 -3.7747 0.354
H -5.0324 -1.6173 -3.4213 0.029
H -5.2722 -2.1558 -5.0852 0.353
Cl -11.3330 -3.5455 -0.4272 -0.203
C -11.5515 -3.9368 -2.1553 -0.307
C -10.5928 -3.1776 -3.0333 -0.316
Cl -10.9488 -1.4290 -3.0716 -0.202
H -12.5855 -3.7275 -2.4185 0.338
H -11.3791 -5.0043 -2.2617 0.198
H -10.6673 -3.5383 -4.0571 0.337
H -9.5662 -3.3026 -2.7020 0.136
Cl 8.9113 6.6751 6.9452 -0.174
C 7.8053 6.9964 8.3052 -0.396
C 6.3757 6.6569 7.9727 -0.484
Cl 5.6855 7.7642 6.7563 -0.187
H 7.9106 8.0422 8.5822 0.306
H 8.1412 6.3818 9.1388 0.295
H 5.7609 6.7451 8.8668 0.354
H 6.2843 5.6426 7.5921 0.315
Cl 7.1387 3.0340 -3.3838 -0.102
C 8.8379 3.4532 -3.7238 -0.584
C 9.6903 3.4232 -2.4817 -0.462
Cl 9.2883 4.7411 -1.3503 -0.160
H 8.8586 4.4315 -4.1983 0.298
H 9.2073 2.7161 -4.4358 0.328
H 10.7395 3.5481 -2.7464 0.325
H 9.5790 2.4797 -1.9530 0.308
Cl -11.9876 -7.2043 -0.8218 -0.197
C -12.6878 -6.7001 0.7381 -0.408
C -13.3673 -7.8400 1.4507 -0.476
Cl -14.8499 -8.3732 0.6143 -0.191
H -13.3749 -5.8803 0.5469 0.326
H -11.8664 -6.3233 1.3448 0.306
H -13.6632 -7.5208 2.4486 0.321
H -12.7087 -8.6997 1.5443 0.325
Cl 1.6412 -8.3562 1.7622 -0.224
C 1.6971 -7.5620 0.1587 -0.283
C 2.2584 -8.4682 -0.9047 -0.413
Cl 3.9980 -8.7921 -0.6727 -0.204
H 2.2777 -6.6494 0.2557 0.201
H 0.6741 -7.2883 -0.0937 0.332
H 2.1517 -7.9917 -1.8781 0.193
H 1.7421 -9.4251 -0.9289 0.369
Cl -5.8932 8.6410 2.2998 -0.204
C -4.5855 8.1017 1.2094 -0.482
C -4.3424 6.6179 1.2935 -0.335
Cl -3.6397 6.1421 2.8617 -0.217
H -3.6906 8.6669 1.4571 0.327
H -4.8903 8.3631 0.1975 0.330
H -3.6339 6.3151 0.5241 0.282
H -5.2585 6.0519 1.1523 0.289
Cl 2.8747 -4.6835 6.1029 -0.164
C 1.7661 -4.2811 7.4375 -0.431
C 0.3650 -4.7762 7.1871 -0.521
Cl -0.4403 -3.8988 5.8626 -0.136
H 1.7859 -3.2031 7.5767 0.306
H 2.1657 -4.7537 8.3338 0.314
H -0.2392 -4.6244 8.0807 0.348
H 0.3561 -5.8358 6.9417 0.304
Cl 1.4910 -3.9970 -4.3637 -0.109
C 2.7980 -4.5655 -5.4283 -0.502
C 3.0248 -6.0507 -5.3019 -0.435
Cl 3.7066 -6.5001 -3.7174 -0.160
H 3.6959 -4.0014 -5.1876 0.302
H 2.5029 -4.3250 -6.4485 0.329
H 3.7369 -6.3770 -6.0584 0.319
H 2.0990 -6.6045 -5.4370 0.295
```

Calculated values
Maximum force in Eh/bohr: 0.0565
HOMO level in eV: -4.7
Orbital gap in eV: 6.28
LUMO energy in eV: 1.59
Multiplicity: 1
Total charge: -1